7
Properties=species:S:1:pos:R:3:forces:R:3 method="wB97M-V/def2-TZVPD" smiles="[H]/N=[N+](/N)[O-]" energy_ev=-6562.725 molar_mass_da=61.0 charge=0 de_lowest_kj_mol=257.13
H 1.174185 1.639350 -0.049211 1.6 -0.3 0.2
N 0.310180 1.191794 0.099242 -3.1 1.4 0.2
N 0.355930 -0.049773 0.159991 3.7 1.8 -1.6
N -0.786408 -0.658490 0.186479 -4.9 1.6 1.1
O 1.378510 -0.687512 0.106912 1.8 -2.2 0.3
H -1.429677 0.026731 -0.199076 -0.4 0.1 0.7
H -1.002719 -1.462099 -0.304337 1.3 -2.5 -1.0

9
Properties=species:S:1:pos:R:3:forces:R:3 method="wB97M-V/def2-TZVPD" energy_ev=-19444.662 molar_mass_da=109.1 charge=0 de_lowest_kj_mol=142.18
N 0.087868 -0.090066 -0.528749 -5.0 3.6 4.0
N -2.017618 0.574684 0.048071 -0.3 1.0 1.4
N -0.865586 0.757026 0.457289 6.0 -3.3 -3.5
O 2.378370 0.516475 -1.080699 0.5 0.3 -0.3
O 1.916767 -1.424641 0.242684 0.5 -1.0 0.7
S 1.603354 0.164939 0.085869 0.0 0.0 0.3
H -2.694693 1.205152 0.359691 -1.4 0.9 0.8
H -2.177366 0.055411 -0.734204 -0.5 -2.0 -2.8
H 1.768900 -1.758984 1.150046 0.0 0.5 -0.5

11
Properties=species:S:1:pos:R:3:forces:R:3 method="wB97M-V/def2-TZVPD" energy_ev=-32325.618 molar_mass_da=157.2 charge=0 de_lowest_kj_mol=375.65
N 2.504925 -1.090410 0.728136 2.2 -2.6 -0.3
N 1.857960 -0.121761 0.435187 -1.5 1.4 0.3
N -1.424316 1.337270 -0.556610 0.6 -0.5 -0.3
O -1.980420 2.374015 -0.329944 0.1 -0.4 -0.1
O -0.454798 1.144659 -1.280599 -0.7 0.9 0.2
O -0.746542 -1.169776 -0.345409 -0.8 -0.6 0.4
S -3.510642 -1.211581 -0.053956 -0.3 0.3 0.0
S -1.907605 -0.410099 0.480751 1.0 -0.2 -0.6
H 3.558547 -1.087883 1.020541 -1.7 1.3 0.1
H -0.064611 -0.601877 -0.760988 -0.1 0.5 0.4
H 2.167501 0.837448 0.662894 1.1 -0.1 -0.2

8
Properties=species:S:1:pos:R:3:forces:R:3 method="wB97M-V/def2-TZVPD" energy_ev=-17394.379 molar_mass_da=93.1 charge=0 de_lowest_kj_mol=694.09
N -0.244057 -0.367709 -0.835454 0.2 0.4 0.4
N -0.432277 -1.063535 0.118228 -1.9 -3.1 -1.6
N 0.738177 1.324739 0.995003 -0.1 -0.1 -0.3
O -1.410131 -2.635323 -0.803553 1.8 2.8 1.4
S 0.537359 1.258026 -0.626785 0.2 0.3 0.2
H -0.512970 -0.612863 -1.797662 -0.2 -0.4 0.0
H -0.103860 1.391990 1.552856 0.1 0.0 -0.1
H 1.427758 0.704676 1.397368 0.0 0.0 -0.1

7
Properties=species:S:1:pos:R:3:forces:R:3 method="wB97M-V/def2-TZVPD" energy_ev=-5999.331 molar_mass_da=59.1 charge=+1 de_lowest_kj_mol=103.47
N 1.989721 -0.138848 1.907980 -0.5 0.1 -0.4
N 1.148242 -0.115757 1.212004 2.2 0.0 2.8
N -0.318150 -0.159524 -0.693117 3.7 -1.5 -1.1
N -1.268089 0.329411 -0.185829 -3.7 1.4 0.7
H 0.357878 -0.406100 0.132984 -0.8 -0.2 -1.9
H 0.162632 -0.247557 -1.647971 -2.0 0.4 0.3
H -2.072235 0.738375 -0.726052 1.1 -0.4 -0.4

9
Properties=species:S:1:pos:R:3:forces:R:3 method="wB97M-V/def2-TZVPD" smiles="N/N=N/N([O-])O" energy_ev=-10098.878 molar_mass_da=91.0 charge=-1 de_lowest_kj_mol=148.25
N 1.970754 0.627416 -0.071333 -1.0 0.3 0.6
N 0.648446 0.282736 -0.586204 0.1 0.7 -1.3
N 0.028887 -0.211268 0.381010 0.0 0.0 3.1
N -1.178804 -0.489718 0.442496 0.5 -0.7 -4.2
O -1.940071 -0.642750 1.402825 -1.3 -0.3 2.6
O -1.897930 -0.361849 -0.870012 -0.1 1.5 1.0
H 2.106497 0.025970 0.739965 0.0 0.1 0.2
H 2.517338 0.227281 -0.770106 1.7 -0.6 -1.4
H -2.255116 0.542182 -0.668640 0.0 -1.0 -0.8

9
Properties=species:S:1:pos:R:3:forces:R:3 method="wB97M-V/def2-TZVPD" energy_ev=-8976.394 molar_mass_da=87.1 charge=+1 de_lowest_kj_mol=171.24
N 2.104896 0.128139 0.008519 -0.3 0.5 0.0
N 1.645518 -1.036112 0.006714 1.1 -2.3 0.0
N 1.634426 1.168949 0.003853 0.6 1.6 0.0
N 0.280709 -0.904704 -0.007192 -1.7 1.1 -0.1
N -0.211394 0.254177 -0.016163 0.9 -0.6 0.1
N -1.432638 0.615806 -0.006832 -0.8 -0.4 0.0
H -0.198836 -1.810363 -0.021161 -0.1 0.3 0.0
H -1.605724 1.615956 0.024351 0.2 -0.2 0.0
H -2.216957 -0.031851 0.007908 0.2 0.0 0.0

9
Properties=species:S:1:pos:R:3:forces:R:3 method="wB97M-V/def2-TZVPD" s_squared=2.01 energy_ev=-8974.315 molar_mass_da=87.1 charge=+1 de_lowest_kj_mol=42.28 multiplicity=3
N -1.959582 -0.034024 0.725184 -1.9 0.0 1.7
N -0.824756 0.161844 1.281754 0.3 -0.3 -1.1
N -0.521334 0.037094 -0.879873 0.1 -0.2 0.2
N -1.766353 -0.124604 -0.537170 0.1 0.3 -1.8
N 0.020887 0.169595 0.250560 2.8 0.9 1.0
N 2.383892 0.329162 0.161038 -1.0 -3.1 -0.4
H -2.443464 -0.116870 -1.278640 -0.9 -0.3 0.1
H 2.218323 -0.296449 -0.668292 0.5 1.5 0.2
H 2.892391 -0.125750 0.945443 0.1 1.3 0.1